i.
A 2-piece molecular cluster, C3H9N5 overall, computed with wB97M-V/def2-TZVPD.

Orbital gap: 0.3565 Eh
SMILES: CNC/C=N\N.N#N
Multiplicity: 1

Each line ends with the Löwdin charge.
Atoms and positions in Å:
C -1.1350 -1.5444 1.0840  -0.142
N -0.3060 -0.8311 0.1394  -0.235
C -0.9503 0.3328 -0.4525  -0.235
C -0.0946 0.9707 -1.5193  -0.191
N 0.8972 1.7432 -1.3489  -0.060
N 1.3346 2.0804 -0.1209  0.000
H -2.0816 -1.8843 0.6411  0.075
H -0.5923 -2.4104 1.4606  0.073
H -1.3747 -0.8850 1.9202  0.081
H 0.3355 -1.4551 -0.5211  0.136
H -1.9254 0.0662 -0.8891  0.106
H -1.1404 1.0531 0.3534  0.115
H -0.3699 0.8022 -2.5524  0.092
H 2.2717 2.4524 -0.1577  0.084
H 1.1719 1.4300 0.6436  0.037
N 1.7106 -0.6032 0.9966  0.015
N 2.2486 -1.3175 0.3233  0.051

=====

ii.
One molecule with the formula C3H9N5, computed with wB97M-V/def2-TZVPD.

Orbital gap: 0.3562 Eh
SMILES: [H]/N=C\NN(C)/C(N)=N\[H]
Multiplicity: 1

Each line ends with the Löwdin charge.
Atoms and positions in Å:
H 1.7453 -1.6189 0.9243  0.020
N 1.3499 -1.8076 1.8280  0.078
C 0.1821 -1.2616 1.9459  -0.293
N -0.5624 -0.6307 0.9587  -0.011
N 0.0843 -0.2570 -0.2028  -0.163
C -0.4965 -0.7803 -1.4747  -0.053
C 0.3118 1.0919 -0.3053  -0.599
N 0.1327 1.6053 -1.5690  0.041
N 0.6451 1.9015 0.6295  0.109
H 0.4954 1.6554 1.6460  0.059
H -0.4914 -1.4232 2.8738  0.135
H -1.1628 0.0771 1.2909  0.108
H -0.6664 -1.9066 -1.3199  0.112
H -1.4076 -0.3131 -1.8343  0.063
H 0.5131 -0.5760 -2.0011  0.121
H -0.9066 1.5271 -1.8534  0.117
H 0.2340 2.7167 -1.5364  0.156

=====

Which of them is the most stable? Correct choice: i.

=====

i.
C35H41CsF5N6O4PS2Te as an isolated structure, computed with wB97M-V/def2-TZVPD.

Net charge: -2
Orbital gap: 0.1912 Eh
Multiplicity: 1

Each line ends with the Löwdin charge.
Atoms and positions in Å:
Cs -0.0248 2.1241 1.4661  1.443
O -1.8935 -1.7349 -0.7719  -0.130
N -0.7814 -1.1209 -1.3090  0.014
C -0.6534 -1.4626 -2.5207  -0.124
C 0.4128 -0.9940 -3.4104  -0.218
C 0.2686 -1.3954 -4.7405  -0.067
C 1.1705 -1.0152 -5.7184  -0.102
C 2.2471 -0.2247 -5.3568  -0.086
C 2.4109 0.1651 -4.0349  -0.076
C 1.5138 -0.1977 -3.0300  -0.296
P 1.7342 0.3942 -1.2787  1.103
C 3.3567 1.2527 -1.4615  -0.393
C 3.3027 2.5941 -1.8425  -0.117
C 4.4638 3.3310 -2.0086  -0.086
C 5.7010 2.7454 -1.7716  -0.107
C 5.7638 1.4217 -1.3664  -0.092
C 4.5991 0.6782 -1.2157  -0.085
C 2.3089 -1.1749 -0.4984  -0.363
C 2.7401 -2.2906 -1.2165  -0.094
C 3.2373 -3.4105 -0.5643  -0.100
C 3.3281 -3.4249 0.8217  -0.103
C 2.8934 -2.3255 1.5455  -0.079
C 2.3718 -1.2154 0.8944  -0.106
H -2.3217 -1.0794 -0.1636  -0.022
H -1.4039 -2.1251 -2.9570  0.128
H -0.5813 -2.0162 -5.0031  0.102
H 1.0325 -1.3336 -6.7446  0.092
H 2.9705 0.0924 -6.0983  0.097
H 3.2626 0.7801 -3.7849  0.096
H 2.3370 3.0577 -2.0030  0.045
H 4.3993 4.3725 -2.2996  0.101
H 6.6091 3.3275 -1.8754  0.092
H 6.7212 0.9642 -1.1465  0.097
H 4.6674 -0.3495 -0.8819  0.102
H 2.6970 -2.2834 -2.2993  0.100
H 3.5628 -4.2684 -1.1417  0.092
H 3.7236 -4.2940 1.3343  0.094
H 2.9418 -2.3280 2.6275  0.098
H 1.9973 -0.3940 1.4918  0.065
O -2.1741 2.4836 2.7087  -0.299
C -2.8486 2.5079 1.6523  -0.768
O -2.3829 2.7695 0.5089  -0.273
C -4.3506 2.3200 1.7989  -0.169
C -5.0003 3.3612 2.4595  -0.059
C -6.3740 3.3787 2.6437  -0.136
C -7.1170 2.3081 2.1581  -0.143
C -6.4818 1.2591 1.5204  -0.165
C -5.0859 1.2164 1.3248  -0.681
S -4.4057 -0.1941 0.5460  0.519
H -4.3930 4.1752 2.8413  0.109
H -6.8524 4.2057 3.1563  0.077
H -8.1955 2.2865 2.2831  0.080
H -7.0575 0.4165 1.1553  0.071
C -0.0424 -0.6731 4.7898  -0.063
N 0.0523 -2.0577 4.3584  -0.175
C 1.1335 -2.7870 4.9896  -0.091
C -0.2329 -2.2944 3.0140  -0.457
N -0.4422 -1.3167 2.2335  0.191
N -0.2487 -3.6604 2.6667  -0.174
C -1.1369 -4.5052 3.4481  -0.079
C -0.3259 -3.9430 1.2451  -0.074
H -0.1150 -0.6548 5.8799  0.082
H -0.9257 -0.2102 4.3573  0.085
H 0.8347 -0.0892 4.4853  0.074
H 2.0617 -2.1988 4.9854  0.082
H 1.3152 -3.7204 4.4625  0.075
H 0.8864 -3.0091 6.0327  0.078
H -0.7901 -1.5993 1.3243  0.023
H -1.1142 -4.2079 4.4934  0.075
H -0.8172 -5.5480 3.3694  0.078
H -2.1741 -4.4339 3.0927  0.092
H -1.3290 -3.7720 0.8343  0.086
H -0.0526 -4.9885 1.0843  0.084
H 0.3807 -3.3182 0.7001  0.070
S -0.1157 3.3160 -3.2562  0.532
C -1.6350 2.5675 -3.1950  -0.872
N -2.5069 2.7716 -2.2118  0.031
C -3.7855 2.0741 -2.1146  -0.169
C -3.6894 0.7126 -2.7687  -0.187
C -3.1786 0.8750 -4.1884  -0.187
N -2.0111 1.7491 -4.2094  0.000
H -2.1620 3.1339 -1.3297  0.085
H -4.5675 2.6753 -2.5932  0.120
H -4.0148 1.9708 -1.0544  0.067
H -4.6633 0.2224 -2.7592  0.110
H -3.0136 0.0972 -2.1798  0.074
H -3.9681 1.2950 -4.8234  0.106
H -2.8895 -0.0877 -4.6169  0.103
H -1.2709 1.5716 -4.8670  0.093
F 2.8248 3.8638 3.2189  -0.403
Te 3.6567 2.3623 2.4437  1.729
F 4.7152 3.4970 1.3866  -0.384
F 4.9754 2.7130 3.7397  -0.392
F 4.7691 0.9037 2.0252  -0.384
F 2.8986 1.3032 3.8104  -0.402
O 2.3469 2.0642 1.2733  -1.009

=====

ii.
C35H41CsF5N6O4PS2Te as an isolated structure, computed with wB97M-V/def2-TZVPD.

Net charge: -2
Orbital gap: 0.1955 Eh
Multiplicity: 1

Each line ends with the Löwdin charge.
Atoms and positions in Å:
Cs 1.9107 -1.3055 -0.2199  1.175
O 4.9716 1.2706 1.6114  -0.062
N 4.1955 0.3517 2.3050  0.005
C 3.0435 0.8078 2.5872  -0.148
C 2.1036 -0.0599 3.3278  -0.227
C 2.5113 -1.3509 3.6876  -0.047
C 1.6532 -2.2114 4.3326  -0.080
C 0.3670 -1.7951 4.6581  -0.069
C -0.0427 -0.5241 4.3154  -0.090
C 0.8041 0.3567 3.6392  -0.312
P 0.2024 2.0327 3.1706  1.125
C -0.1647 2.6756 4.8606  -0.364
C -1.3406 2.4452 5.5725  -0.100
C -1.4926 2.9265 6.8639  -0.095
C -0.4687 3.6436 7.4699  -0.112
C 0.7055 3.8825 6.7718  -0.103
C 0.8484 3.4087 5.4751  -0.110
C -1.4631 1.6512 2.5222  -0.389
C -1.7076 0.4605 1.8493  -0.112
C -2.9443 0.2293 1.2594  -0.122
C -3.9463 1.1799 1.3358  -0.105
C -3.7007 2.3883 1.9836  -0.105
C -2.4648 2.6262 2.5614  -0.130
H 5.5704 0.7158 1.0878  0.056
H 2.7535 1.7916 2.2284  0.097
H 3.5047 -1.6754 3.4128  0.111
H 1.9728 -3.2200 4.5566  0.108
H -0.3189 -2.4716 5.1522  0.102
H -1.0536 -0.2094 4.5465  0.101
H -2.1465 1.8886 5.1084  0.099
H -2.4135 2.7368 7.4024  0.096
H -0.5882 4.0160 8.4802  0.091
H 1.5096 4.4431 7.2326  0.094
H 1.7628 3.6054 4.9259  0.096
H -0.9562 -0.3121 1.7225  0.085
H -3.0856 -0.6953 0.7138  0.095
H -4.9043 1.0007 0.8631  0.095
H -4.4673 3.1535 2.0252  0.090
H -2.2765 3.5776 3.0487  0.099
O 0.9378 -3.1745 1.6138  -0.156
C -0.0824 -3.2058 0.8936  -0.787
O -0.7031 -2.1789 0.4870  -0.212
C -0.6070 -4.5540 0.4544  -0.182
C -1.4745 -5.2202 1.3100  -0.059
C -2.0083 -6.4611 0.9852  -0.139
C -1.6484 -7.0361 -0.2281  -0.142
C -0.7795 -6.3791 -1.0830  -0.160
C -0.2258 -5.1201 -0.7820  -0.711
S 0.8440 -4.3351 -1.9251  0.419
H -1.7326 -4.7484 2.2531  0.108
H -2.6868 -6.9661 1.6635  0.076
H -2.0461 -8.0060 -0.5116  0.080
H -0.4990 -6.8332 -2.0267  0.076
C 0.6038 4.7848 -2.4810  -0.089
N 0.2396 3.8180 -3.4989  -0.180
C -1.1674 3.8356 -3.8351  -0.110
C 0.8821 2.5880 -3.4176  -0.497
N 1.7443 2.3622 -2.5253  0.195
N 0.5102 1.6938 -4.4533  -0.183
C 0.7684 2.1764 -5.8021  -0.083
C 0.9794 0.3301 -4.2691  -0.080
H 0.1959 5.7585 -2.7657  0.074
H 1.6848 4.8449 -2.3987  0.075
H 0.2127 4.5062 -1.4951  0.088
H -1.7977 3.6978 -2.9427  0.061
H -1.3976 3.0262 -4.5253  0.064
H -1.4169 4.7899 -4.3051  0.075
H 2.1897 1.4587 -2.6243  0.002
H 0.4437 3.2087 -5.9035  0.072
H 0.2178 1.5623 -6.5197  0.078
H 1.8363 2.1240 -6.0579  0.090
H 2.0639 0.2325 -4.3986  0.078
H 0.4891 -0.3088 -5.0064  0.082
H 0.7015 -0.0164 -3.2744  0.063
S -1.6513 0.9295 -1.6132  0.657
C -2.0827 -0.4921 -2.4254  -0.831
N -2.1177 -1.6926 -1.8432  0.041
C -2.3786 -2.9212 -2.5779  -0.176
C -1.8984 -2.7762 -4.0113  -0.178
C -2.5632 -1.5578 -4.6262  -0.198
N -2.4114 -0.4131 -3.7423  -0.003
H -1.6789 -1.7909 -0.9134  0.076
H -3.4510 -3.1561 -2.5541  0.119
H -1.8341 -3.7199 -2.0773  0.074
H -2.1394 -3.6684 -4.5914  0.113
H -0.8114 -2.6760 -3.9861  0.090
H -3.6281 -1.7616 -4.7959  0.106
H -2.1183 -1.3132 -5.5945  0.108
H -2.2378 0.4992 -4.1310  0.092
F 5.0235 -1.7141 -2.3482  -0.397
Te 5.2087 0.1480 -2.1670  1.742
F 6.3425 -0.1143 -0.6587  -0.403
F 6.7939 -0.1275 -3.1326  -0.387
F 5.7458 1.9455 -2.1588  -0.390
F 4.4674 0.4157 -3.8759  -0.395
O 3.7047 0.2670 -1.2275  -0.886

=====

Which of them is the most stable? Correct choice: ii.

=====

i.
CH3OP as an isolated structure, computed with wB97M-V/def2-TZVPD.

Orbital gap (spin up / spin down): 0.3035 / 0.3035 Eh
Multiplicity: 1

Each line ends with the Löwdin charge.
Atoms and positions in Å:
C 1.3126 0.2637 0.2198  -0.132
O -2.5068 -0.0959 0.0266  -0.500
P -1.0127 -0.0972 0.1099  0.857
H 1.4510 1.3607 0.1696  -0.101
H 1.6258 -0.0098 -0.9046  -0.031
H -0.8698 -1.4215 0.3786  -0.092

=====

ii.
CH3OP as an isolated structure, computed with wB97M-V/def2-TZVPD.

Orbital gap: 0.3500 Eh
Multiplicity: 1

Each line ends with the Löwdin charge.
Atoms and positions in Å:
C -0.1936 0.0769 -0.4603  -0.197
O 1.3907 0.9892 -0.0419  -0.530
P 1.4595 -0.5733 -0.0855  0.675
H -0.8487 0.6224 0.2278  0.038
H -0.3997 0.3523 -1.6130  0.085
H 1.1076 -0.6387 1.3030  -0.071

=====

Which of them is the most stable? Correct choice: ii.

=====

i.
One molecule with the formula CH4NO2P, computed with wB97M-V/def2-TZVPD.

Orbital gap: 0.3775 Eh
SMILES: O=[N+]([O-])CP
Multiplicity: 1

Each line ends with the Löwdin charge.
Atoms and positions in Å:
O 1.8914 1.2838 -0.2798  0.036
N 1.9221 0.1744 0.0710  -0.436
O 2.7659 -0.6609 -0.1247  0.033
C 0.3170 -0.5263 0.4839  -0.357
P -1.0424 0.4443 -0.2146  0.786
H 0.6331 -1.4846 -0.0271  0.071
H 0.4602 -0.6403 1.6149  0.084
H -0.4368 0.6000 -1.5404  -0.062
H -0.5474 1.6727 -0.0785  -0.155

=====

ii.
One molecule with the formula CH4NO2P, computed with wB97M-V/def2-TZVPD.

Orbital gap (spin up / spin down): 0.2859 / 0.2859 Eh
Multiplicity: 1

Each line ends with the Löwdin charge.
Atoms and positions in Å:
C -1.7804 -0.7572 -0.6453  -0.054
N 1.9983 0.4821 0.2529  -0.144
O -0.1164 1.1845 1.0965  -0.473
O -0.5175 -0.8175 -0.7221  -0.237
P 0.5128 -0.1014 0.8542  0.662
H -2.4192 -1.7272 -0.9120  0.129
H -2.3776 0.2068 -0.4766  0.115
H 1.8794 1.4588 0.5090  0.027
H 2.8205 0.0712 0.0433  -0.026

=====

Which of them is the most stable? Correct choice: ii.

=====

i.
One molecule with the formula C7H12N2O5, computed with wB97M-V/def2-TZVPD.

Orbital gap: 0.3744 Eh
SMILES: C[C@H](N)C(=O)N[C@@H](CC(=O)O)C(=O)O
Multiplicity: 1

Each line ends with the Löwdin charge.
Atoms and positions in Å:
C -4.0675 -1.2485 0.2983  -0.077
C -3.1644 -0.1102 -0.1230  -0.473
N -3.1831 0.2778 -1.5081  0.003
C -1.8272 -0.0094 0.5122  -0.380
O -1.6939 -0.3240 1.7106  0.072
N -0.7479 0.3381 -0.3231  0.057
C 0.6465 0.1056 -0.0664  -0.255
C 1.4200 -0.8832 -0.7915  -0.054
C 2.7901 -1.1528 -0.2626  -0.412
O 3.9602 -1.4178 -0.7116  0.036
O 2.6815 -0.8235 1.1133  -0.043
C 1.2752 1.4749 0.0631  -0.390
O 2.5520 1.4972 -0.0228  0.052
O 0.3949 2.4861 0.1913  0.079
H -5.1497 -1.3224 -0.0243  0.091
H -3.4245 -2.1754 0.1127  0.095
H -4.1949 -1.2664 1.5234  0.137
H -3.7942 0.7200 0.2913  0.156
H -2.7653 -0.6423 -1.9973  0.143
H -4.2094 0.3959 -1.7600  0.111
H -0.9745 0.6630 -1.2327  0.123
H 0.4792 -0.1855 1.0680  0.205
H 1.8057 -0.6034 -1.8825  0.201
H 0.9870 -1.7749 -0.7535  0.091
H 3.7575 -0.5290 1.3787  0.251
H -0.5937 2.0067 0.0683  0.184

=====

ii.
One molecule with the formula C7H12N2O5, computed with wB97M-V/def2-TZVPD.

Orbital gap: 0.3710 Eh
SMILES: C[C@H](N)C(=O)N[C@@H](CC(=O)O)C(=O)O
Multiplicity: 1

Each line ends with the Löwdin charge.
Atoms and positions in Å:
C -0.9161 -1.8651 2.0322  -0.051
C -1.6079 -1.7035 0.6460  -0.378
N -2.2221 -3.0036 0.3072  0.029
C -0.6099 -1.2061 -0.3708  -0.439
O -0.0176 -1.9928 -1.0952  0.067
N -0.3568 0.1641 -0.3826  0.103
C 0.7918 0.6770 -1.1598  -0.199
C 0.5708 2.1341 -1.5499  -0.034
C 0.6316 3.0203 -0.3427  -0.479
O 1.5711 3.7472 -0.0272  0.110
O -0.4456 2.7933 0.4559  0.104
C 2.0313 0.4550 -0.3241  -0.467
O 2.0188 0.2840 0.8732  0.132
O 3.1537 0.5155 -1.0630  0.148
H -1.6234 -2.2340 2.7686  0.069
H -0.1100 -2.6037 1.8769  0.088
H -0.5044 -0.8574 2.3629  0.092
H -2.4470 -0.9610 0.8217  0.153
H -2.8779 -2.9319 -0.4796  0.077
H -1.4883 -3.6021 -0.0935  0.075
H -0.6315 0.6966 0.4382  0.119
H 0.7380 0.0013 -2.0069  0.156
H 1.3196 2.4504 -2.2926  0.143
H -0.3939 2.2392 -2.0535  0.138
H -0.4167 3.4883 1.1065  0.123
H 3.8426 0.2950 -0.4477  0.119

=====

Which of them is the most stable? Correct choice: ii.